# 1
The following is a quantum chemistry calculation of 7 unconnected molecules or ions with the total composition C30H78N6O7, from the Open Molecules 2025 dataset.

Cartesian coordinates (Å):
C 0.9586 3.0930 3.3184
C 0.1882 3.5076 2.1035
C 1.1455 3.3673 0.8504
C -1.0681 2.5365 1.9485
C -2.0452 3.0036 0.9100
C -2.5225 4.4313 1.2524
C -1.3913 5.4897 1.3738
C -1.0770 5.9091 -0.0974
C -2.1034 6.7100 2.1226
N -0.2538 4.9327 2.1843
O 0.7730 5.8726 2.4474
H 1.9462 3.5532 3.3512
H 0.4343 3.4060 4.2213
H 1.0504 2.0398 3.5837
H 1.9756 4.0671 0.9469
H 1.5979 2.3770 0.7988
H 0.7608 3.5020 -0.1605
H -0.7743 1.5336 1.6387
H -1.6156 2.3964 2.8805
H -1.6018 2.7733 -0.0588
H -3.0103 2.4971 0.9146
H -3.0608 4.4586 2.1998
H -3.3261 4.7521 0.5894
H -0.6153 5.1778 -0.7609
H -0.3984 6.7615 -0.0668
H -1.9454 6.2587 -0.6557
H -2.5667 6.3135 3.0261
H -2.8642 7.2193 1.5311
H -1.3755 7.4127 2.5281
H 1.2581 5.9631 1.6239
C 0.4520 -0.7649 3.4749
O -0.8040 -1.2773 3.8456
C -0.7292 -2.6892 3.6493
C -2.0125 -3.3668 4.0942
C -3.2372 -2.7951 3.4282
N -2.3610 -3.4925 5.4895
H 0.5083 0.3214 3.5455
H 0.7610 -0.8448 2.4327
H 1.2570 -1.0465 4.1537
H -0.3775 -2.9838 2.6605
H -0.0107 -3.1351 4.3371
H -2.0260 -4.3784 3.6887
H -3.0357 -2.8916 2.3614
H -3.4739 -1.7446 3.5974
H -4.1293 -3.4085 3.5548
H -1.5801 -3.6473 6.1111
H -2.6964 -2.5932 5.8040
C 3.4985 -3.4322 -2.7125
O 2.6006 -4.0227 -1.7008
C 2.1050 -3.1649 -0.6707
C 0.8570 -3.8283 -0.0227
C 0.1657 -2.9819 0.9567
N 1.1103 -5.0925 0.5546
H 4.4459 -3.9471 -2.8715
H 3.8385 -2.4365 -2.4276
H 2.9311 -3.2613 -3.6274
H 2.8691 -3.0059 0.0902
H 2.0405 -2.2121 -1.1961
H 0.2221 -3.9355 -0.9022
H -0.4750 -2.2979 0.4001
H 0.8111 -2.3044 1.5156
H -0.3931 -3.4570 1.7631
H 1.2955 -4.8148 1.5078
H 0.2112 -5.4163 0.8813
C 1.7313 1.4828 -5.0863
O 0.5544 0.8035 -4.8155
C 0.2612 0.5059 -3.4088
C -0.8095 1.5526 -3.0980
C -1.2918 1.6084 -1.6722
N -2.0326 1.2485 -3.8008
H 2.6252 0.8609 -5.0401
H 1.9303 2.3205 -4.4178
H 1.6766 1.8345 -6.1165
H -0.1307 -0.5107 -3.3752
H 1.0400 0.7030 -2.6720
H -0.2541 2.4380 -3.4073
H -1.6181 0.6445 -1.2815
H -2.0048 2.4230 -1.5453
H -0.3949 1.9024 -1.1270
H -2.4980 2.1428 -3.7397
H -1.7987 0.9513 -4.7374
C 4.5473 -1.1919 -0.3027
O 3.5690 -1.2760 -1.3613
C 2.9894 -0.0763 -1.7414
C 2.0727 0.5366 -0.5865
C 1.0297 -0.3194 0.2797
N 1.2029 1.4708 -1.2352
H 5.4354 -0.6593 -0.6429
H 4.8665 -2.2070 -0.0664
H 4.2064 -0.7770 0.6459
H 3.6655 0.5593 -2.3133
H 2.3033 -0.3800 -2.5320
H 2.6241 1.1513 0.1250
H 0.1442 -0.5578 -0.3095
H 0.6392 0.1926 1.1592
H 1.5702 -1.1793 0.6754
H 0.8007 2.2343 -0.7103
H 1.7356 1.8437 -2.0080
C 0.5512 -3.4705 -4.2834
O 0.3429 -4.0419 -3.0141
C -0.9578 -3.9656 -2.4925
C -1.1501 -2.5845 -1.7525
C -2.0024 -2.7341 -0.4851
N -1.7263 -1.4940 -2.5175
H 1.6024 -3.5166 -4.5680
H 0.2768 -2.4158 -4.2624
H 0.0205 -4.1403 -4.9601
H -1.6610 -4.3081 -3.2518
H -1.0365 -4.7988 -1.7942
H -0.1482 -2.1789 -1.6117
H -3.0393 -3.0077 -0.6801
H -2.0234 -1.8041 0.0830
H -1.5824 -3.5534 0.0983
H -1.7679 -1.6110 -3.5198
H -1.2444 -0.6309 -2.3101
C -1.3772 -0.2544 0.9551
O -1.5405 -1.5551 1.5169
H -1.3413 -0.3560 -0.1295
H -2.1607 0.4786 1.1472
H -0.5163 0.1736 1.4687
H -1.0175 -1.4742 2.3179

SMILES string = CC1(C)CCCC(C)(C)N1O.COC[C@H](C)N.COC[C@H](C)N.COC[C@H](C)N.COC[C@H](C)N.COC[C@H](C)N.CO
LUMO level = 0.0069 hartree
Energy above the lowest of the compared OMol25 structures with the same formula, charge and spin = 434.2 kcal per mole
F_max = 0.09353 Eh/bohr
HOMO energy = -8.33 eV

=====

# 2
The following is a quantum chemistry calculation of 12 unconnected molecules or ions with the total composition C30H78O21, from the Open Molecules 2025 dataset.

Cartesian coordinates (Å):
C 1.5046 -1.0749 -4.5098
C 1.6956 -0.8983 -5.9671
C 0.2305 -0.7380 -6.5163
O -0.6075 -1.0728 -5.4124
C 0.1384 -1.6741 -4.4080
H 1.4088 -0.0462 -4.0451
H 2.2668 -1.6221 -3.9178
H 1.9635 -1.8699 -6.4393
H 2.4331 -0.1806 -6.3487
H -0.0105 -1.4163 -7.3002
H -0.0418 0.3048 -6.8768
H 0.0330 -2.7878 -4.5232
H -0.3535 -1.3451 -3.4972
C 3.8036 6.0914 3.4461
C 3.0778 6.8562 2.3132
C 2.9952 5.7949 1.1546
O 3.9268 4.7736 1.4551
C 4.7273 5.1675 2.6009
H 3.1037 5.5311 4.0904
H 4.3115 6.8373 4.0384
H 3.7433 7.6948 1.9954
H 2.1347 7.3617 2.4985
H 3.1936 6.3424 0.1617
H 1.9705 5.3127 1.1109
H 5.6189 5.6893 2.1944
H 5.0728 4.2775 3.1745
C 2.0236 -0.3879 -1.2015
C 0.7267 -0.8921 -0.5950
C 1.1077 -1.4485 0.7786
O 2.2535 -0.6396 1.2078
C 2.7745 0.0356 0.0511
H 1.9054 0.4861 -1.8654
H 2.4891 -1.1919 -1.8185
H 0.2843 -1.6360 -1.2147
H 0.0560 -0.0397 -0.4530
H 1.3622 -2.5011 0.6550
H 0.3341 -1.3288 1.5824
H 3.8522 -0.1178 0.0148
H 2.7627 1.1158 0.2022
O 2.9174 2.6412 -4.4768
C 3.3085 2.4061 -3.1585
C 4.1375 3.4653 -2.4140
O 4.5536 2.9682 -1.1200
H 1.9444 2.8152 -4.5955
H 2.4506 2.2505 -2.4945
H 3.9350 1.5324 -3.1249
H 3.4872 4.3569 -2.2910
H 4.9350 3.7294 -3.1654
H 4.5246 3.7248 -0.5152
O -3.1298 -6.9309 0.9828
C -3.3287 -7.9278 -0.0792
C -3.2660 -9.3375 0.5743
O -4.1290 -9.3271 1.6188
H -2.3118 -6.3728 0.8720
H -4.3167 -7.7678 -0.5154
H -2.5269 -7.7248 -0.7442
H -2.1672 -9.6332 0.7694
H -3.6465 -10.0029 -0.1730
H -3.6135 -8.6931 2.1907
O -1.2552 -5.0153 1.2310
C -0.7900 -4.7049 2.5416
C -1.8884 -4.8415 3.5847
O -2.8789 -3.7886 3.5406
H -1.7722 -4.3001 0.9208
H 0.0075 -5.3630 2.7406
H -0.3984 -3.6325 2.5414
H -1.4625 -4.8137 4.5823
H -2.3161 -5.7774 3.3281
H -3.5642 -4.0639 2.8832
O 0.1311 2.7829 -3.8948
C -0.0424 4.0405 -3.2167
C 0.0936 3.7625 -1.6917
O -0.9275 2.7547 -1.3201
H -0.7082 2.2587 -3.8852
H 0.7508 4.7758 -3.4881
H -1.0054 4.5583 -3.3890
H -0.0482 4.6393 -1.0945
H 1.0891 3.3392 -1.4848
H -0.7571 2.3708 -0.4816
O -3.5305 2.3888 -2.4223
C -3.4497 0.9685 -2.1374
C -3.1359 0.2965 -3.4540
O -1.9063 0.7947 -3.9220
H -2.6020 2.7119 -2.2924
H -2.7654 0.7748 -1.4163
H -4.4031 0.6925 -1.8267
H -3.9567 0.4557 -4.1561
H -3.0847 -0.7618 -3.1686
H -1.5846 0.0839 -4.5281
O -0.7928 1.6781 1.1476
C -0.0735 1.6869 2.3943
C 0.6989 2.9699 2.3979
O -0.1682 4.0679 2.2140
H -1.5235 0.9898 1.1738
H -0.7991 1.5773 3.2037
H 0.6401 0.8733 2.4406
H 1.4609 2.9464 1.5610
H 1.1054 3.0808 3.4075
H -0.8396 3.8080 1.6149
O 4.5677 1.1829 2.5771
C 3.9732 1.8871 3.7455
C 3.6825 0.7676 4.6772
O 2.5020 0.0546 4.3686
H 4.4776 1.7764 1.8174
H 4.7126 2.5121 4.2082
H 3.1084 2.4245 3.4211
H 3.5994 1.1421 5.7302
H 4.5602 0.0755 4.6609
H 2.5353 -0.5055 3.5793
O -4.5516 0.3623 2.7394
C -3.2054 0.5605 3.2400
C -2.3633 -0.5258 2.6562
O -2.3548 -0.3283 1.2177
H -5.0454 1.1951 2.7598
H -2.8769 1.5285 3.0152
H -3.1237 0.3597 4.3020
H -2.8019 -1.4888 2.9732
H -1.3371 -0.4136 3.0314
H -3.3065 -0.2215 1.0413
O -4.7611 -4.8361 1.0914
C -4.9658 -3.9071 0.0215
C -4.1568 -2.6868 0.2942
O -2.7267 -2.9594 -0.0061
H -4.0098 -5.4539 0.8714
H -4.8158 -4.2936 -1.0056
H -6.0029 -3.5540 0.0933
H -4.1536 -2.5287 1.3885
H -4.5213 -1.8889 -0.2919
H -2.2159 -2.2372 -0.3540

SMILES string = C1CCOC1.C1CCOC1.C1CCOC1.OCCO.OCCO.OCCO.OCCO.OCCO.OCCO.OCCO.OCCO.OCCO
LUMO level = 0.0137 hartree
F_max = 0.09414 Eh/bohr
HOMO energy = -9.56 eV

=====

# 3
The following is a quantum chemistry calculation of 9 unconnected molecules or ions with the total composition C30H78O6, from the Open Molecules 2025 dataset.

Cartesian coordinates (Å):
C 2.4841 0.5044 -6.8830
C 2.0701 0.4024 -5.3750
C 3.0351 0.9994 -4.4150
C 2.3911 1.2584 -3.1650
C 3.5151 1.4894 -2.0730
C 3.1341 1.4234 -0.5790
H 3.3221 -0.2626 -6.8060
H 2.8171 1.4194 -7.3280
H 1.9131 0.0244 -7.6120
H 1.9771 -0.5396 -5.0560
H 1.1421 0.9404 -5.3010
H 3.4681 1.9234 -4.7090
H 3.7931 0.4304 -4.3530
H 1.8111 0.3774 -2.7640
H 1.5371 2.0434 -3.2560
H 3.8271 2.5554 -2.2440
H 4.3671 0.7994 -2.0920
H 2.1411 1.8844 -0.5740
H 3.7921 2.0024 0.0910
H 2.8271 0.4504 -0.2450
C -0.8939 -2.2906 -4.2080
C -0.3119 -3.7156 -3.8080
C -0.1479 -4.0876 -2.3710
C 1.4121 -3.5756 -2.0760
C 1.6911 -3.6186 -0.5670
C 3.2471 -3.1876 -0.2560
H -1.7529 -2.0126 -3.6070
H -0.9859 -1.9936 -5.2430
H 0.0061 -1.6996 -4.0260
H 0.7041 -3.8656 -4.4660
H -0.9539 -4.4286 -4.5160
H 0.0551 -5.2776 -2.1360
H -0.6839 -3.4016 -1.6980
H 1.5981 -2.6366 -2.4620
H 1.9771 -4.3816 -2.5770
H 1.6611 -4.5936 -0.3200
H 0.9551 -2.9336 -0.1380
H 3.2221 -2.1446 -0.6200
H 4.1251 -3.5466 -0.8760
H 3.4281 -3.3436 0.8060
C 2.5381 5.3114 3.5710
C 2.6191 3.8664 3.2850
C 1.1171 3.2044 3.1540
C 0.4661 3.8174 1.8810
C -1.0709 3.3504 1.8460
C -1.9199 4.3394 0.8660
H 2.2171 5.9454 2.6830
H 3.6021 5.4314 4.1050
H 1.6831 5.6924 4.2160
H 3.0331 3.2164 4.0660
H 3.1841 3.6594 2.3510
H 0.5601 3.5194 3.9130
H 1.3381 2.1434 2.8790
H 1.0851 3.4504 0.9890
H 0.4961 4.9324 1.7570
H -1.6479 3.4144 2.7580
H -1.3849 2.4884 1.6390
H -2.9849 4.0314 0.8530
H -1.4149 4.1424 -0.0950
H -1.7169 5.1754 1.1770
C -2.5789 -3.0646 3.9280
C -3.8859 -2.5466 3.3540
O -3.7629 -1.5146 2.5020
H -2.4919 -2.8236 4.9950
H -1.7939 -2.8246 3.1770
H -2.6729 -4.0756 3.9650
H -4.6329 -2.3646 4.3470
H -4.3849 -3.3336 2.8160
H -3.6859 -1.6176 1.4220
C 1.7201 -0.9776 3.5260
C 2.1671 -1.0866 5.0350
O 3.0631 -0.1126 5.4020
H 1.2781 0.0624 3.2220
H 1.0081 -1.7046 3.1450
H 2.6331 -1.1466 2.9230
H 2.6361 -2.1046 5.1040
H 1.2851 -1.0766 5.6120
H 2.5531 0.5674 5.9560
C -3.7109 -4.2026 -0.2650
C -4.2169 -3.0386 -1.1470
O -3.8899 -1.8016 -0.4240
H -3.9089 -5.1076 -0.8010
H -4.1709 -4.2896 0.7600
H -2.7929 -4.3956 -0.1510
H -5.2139 -3.0536 -1.2570
H -3.7729 -2.9146 -2.1170
H -3.0629 -1.4376 -0.6020
C -1.1939 1.4324 5.3690
C -1.6609 0.3374 4.4880
O -3.0899 0.4984 4.3540
H -1.8209 1.4464 6.2400
H -1.4369 2.4124 4.7790
H -0.3699 1.5124 5.5830
H -1.2379 -0.6316 4.9170
H -1.0999 0.3444 3.6470
H -3.4369 -0.0666 3.6060
C -1.0709 -0.4486 0.7280
C -0.6609 -0.3056 -0.7740
O -1.8499 -0.5166 -1.6220
H -1.4959 -1.4076 0.8100
H -1.8589 0.2684 1.0510
H -0.1969 -0.4976 1.3920
H 0.2151 -1.1076 -1.0500
H -0.1389 0.6384 -0.9280
H -1.9219 0.2134 -2.2260
C -1.5269 3.2674 -2.8610
C -1.5349 2.4484 -4.1990
O -1.7019 1.1004 -4.0050
H -2.5409 2.9644 -2.2400
H -1.4219 4.2784 -3.1430
H -0.7769 2.8994 -2.1270
H -0.6439 2.8344 -4.8500
H -2.5179 2.7144 -4.5520
H -2.2369 0.8334 -4.7990

SMILES string = CCCCCC.CCCCCC.CCCCCC.CCO.CCO.CCO.CCO.CCO.CCO
LUMO level = 0.0137 hartree
Energy above the lowest of the compared OMol25 structures with the same formula, charge and spin = 0.0 kcal per mole
F_max = 0.32726 Eh/bohr
HOMO energy = -9.50 eV